Entry 1:
This record from the Open Molecules 2025 dataset describes a molecular structure, BrCuO2V at a distorted geometry. The level of theory is wB97M-V/def2-TZVPD.

Values from the calculation:
<S²>: 0.75
HOMO (spin up / spin down) (eV): -17.71 / -17.28
DFT total energy (Ha): -5308.1096
ΔE to the lowest compared entry with this formula, charge and spin (kJ/mol): 11.6
Frontier orbital gap (spin up / spin down) (eV): 7.36 / 6.93

Geometry as ORCA input:
```
! RIJCOSX wB97M-V def2-TZVPD def2/J DEFGRID3
* xyz 2 2
O -2.48391 -0.04924 2.09845
V -1.31813 1.11393 2.17195
O -1.89559 2.46781 1.57632
Cu 4.19138 -2.61563 -4.77076
Br 1.50625 -0.91687 -1.07596
*
```

Entry 2:
This record from the Open Molecules 2025 dataset describes 11 unconnected molecules or ions with the total composition C20H41F12N11O23PS at a distorted geometry. The level of theory is wB97M-V/def2-TZVPD.

Values from the calculation:
HOMO (eV): -10.80
DFT total energy (Ha): -5056.2487
Frontier orbital gap (eV): 7.57

Geometry as ORCA input:
```
! RIJCOSX wB97M-V def2-TZVPD def2/J DEFGRID3
* xyz 1 1
C 0.47137 1.78254 2.73959
P -0.54268 0.28223 3.00866
O 0.34359 -0.45671 4.18000
C -0.17351 -0.76553 1.48307
C 0.18355 -0.02217 0.18958
N -0.91927 -0.22394 -0.82890
C -2.01207 -1.10199 -0.24776
C -3.34898 -0.33950 -0.29317
F -4.38008 -1.15745 -0.07779
F -3.43124 0.04729 -1.61865
C -3.48154 0.99153 0.52710
F -4.01810 1.94661 -0.26903
F -2.21768 1.41433 0.81694
C -4.34024 0.93732 1.82858
F -4.23536 -0.26477 2.41748
F -3.83095 1.86500 2.66822
C -5.85773 1.28518 1.60530
F -6.05572 2.58706 1.74609
F -6.56767 0.64272 2.52831
F -6.27537 0.88724 0.40100
C -1.30398 -1.71259 0.96995
S -2.23696 -2.67489 2.17797
O -2.22916 -2.07319 3.47317
O -3.47458 -3.12670 1.62087
C -1.20192 -4.22338 2.43933
F -1.56738 -5.18718 1.63990
F 0.09985 -3.98208 2.31954
F -1.46974 -4.60153 3.67321
H -0.15923 2.66160 2.85012
H 1.23255 1.80679 3.52419
H 1.01898 1.81694 1.79752
H 0.45012 -1.40434 4.03734
H 0.60879 -1.47400 1.76985
H 0.33067 1.04326 0.30829
H 1.13387 -0.43097 -0.15286
H -0.50956 -0.70546 -1.62646
H -1.25488 0.70422 -1.08924
H -2.14888 -1.90762 -0.97108
H -0.72689 -2.49125 0.46562
C -3.27892 -4.43542 6.18140
N -2.73667 -4.53239 7.56439
O -1.53138 -4.60713 7.68901
O -3.53886 -4.52994 8.47054
H -2.44708 -4.44759 5.49605
H -3.93672 -5.28598 6.02922
H -3.83444 -3.50500 6.11233
C 3.51238 -4.25443 2.34438
N 3.74436 -2.78404 2.30347
O 2.78165 -2.03557 2.38217
O 4.88753 -2.41687 2.19830
H 2.45069 -4.43506 2.44367
H 3.90378 -4.66656 1.41950
H 4.06211 -4.64202 3.19642
C 2.72745 2.65477 -2.75389
N 1.76408 2.02276 -1.82618
O 0.69638 1.59922 -2.25977
O 2.07874 1.95728 -0.66110
H 2.29955 2.64993 -3.75005
H 2.89166 3.66675 -2.39793
H 3.65011 2.08467 -2.70393
C 5.95033 2.62301 0.36701
N 5.67399 3.26989 -0.94050
O 5.38035 2.55668 -1.88809
O 5.75051 4.47555 -1.00390
H 5.84270 1.55442 0.24950
H 6.96350 2.88844 0.65141
H 5.23012 3.02196 1.07624
C -3.12310 2.65756 -3.66614
N -2.00391 3.57397 -3.32019
O -1.51467 4.23071 -4.20516
O -1.65131 3.61353 -2.15155
H -3.31453 2.74431 -4.72836
H -2.81644 1.65115 -3.39701
H -3.98523 2.96899 -3.08377
C 2.55483 6.26705 0.00844
N 2.88091 5.25921 1.05424
O 3.08005 4.10847 0.70428
O 2.93096 5.65188 2.19532
H 2.54796 5.77497 -0.95592
H 1.58139 6.68117 0.25183
H 3.31962 7.03589 0.05415
C 9.65945 1.57413 -2.18038
N 9.05377 1.67154 -0.82469
O 8.15485 0.90544 -0.53877
O 9.49240 2.52505 -0.08454
H 9.16252 0.77606 -2.71769
H 9.51630 2.53403 -2.66692
H 10.71675 1.36839 -2.04594
C -3.86278 5.84043 -0.83830
N -4.14350 6.50158 -2.14056
O -4.42390 5.77959 -3.08004
O -4.06556 7.70560 -2.17867
H -3.97248 4.77323 -0.98565
H -2.84628 6.09581 -0.55648
H -4.57056 6.21625 -0.10595
C -2.39408 -5.28549 -2.10783
N -1.25119 -4.36857 -1.85465
O -0.69707 -3.84571 -2.79576
O -0.93559 -4.17984 -0.68925
H -2.55444 -5.34166 -3.17703
H -2.13015 -6.25315 -1.69084
H -3.25801 -4.87327 -1.59274
C -1.18059 -6.22786 -6.40995
N -2.18725 -6.64935 -5.39767
O -1.95986 -7.64160 -4.74218
O -3.18188 -5.95663 -5.28706
H -0.36092 -6.93532 -6.38808
H -1.67687 -6.22187 -7.37540
H -0.85446 -5.22760 -6.14152
*
```